Molecular formula: BH3O3
Method: DFT, ωB97M-V/def2-TZVPD

```
7
Properties=species:S:1:pos:R:3:mulliken_charge:R:1
O -0.1370 -0.9634 1.5155 -0.39
H 1.0950 0.7580 -0.6236 0.45
O -0.6601 0.8638 -1.3374 -0.89
H -0.8856 0.1935 -1.9881 0.24
H -1.1266 -1.2616 1.4700 0.39
B 0.3265 -0.0715 0.6595 0.39
O 1.3880 0.4812 0.3042 -0.19
```

The HOMO energy is -9.40 eV. The total energy comes out at -6867.3660 eV. Its gap between HOMO and LUMO is 9.195 eV. The value obtained for the relative energy (zero: lowest compared OMol25 entry of this formula, charge and spin) is 99.0 kcal/mol.